Below is a structure of composition C22H44FO18V2 in a non-equilibrium geometry, with properties calculated with the ωB97M-V functional and the def2-TZVPD basis.

Structure (XYZ):
```
87
Properties=species:S:1:pos:R:3:forces:R:3:lowdin_charge:R:1
V 18.636 5.395 -15.305 -1.27 -0.78 0.22 1.31
V 15.847 2.206 -21.336 0.92 1.28 2.29 1.26
F 18.219 5.275 -13.389 0.71 0.34 -2.10 -0.42
C 15.509 4.182 -17.841 -0.42 0.47 1.55 0.09
C 16.284 4.312 -16.676 -0.02 -1.39 -1.33 -0.29
C 16.891 3.062 -16.045 -0.11 0.54 -1.45 -0.26
O 17.803 3.303 -15.273 0.91 -0.12 0.81 0.05
C 16.592 1.765 -16.604 0.14 0.82 1.40 0.21
C 15.738 1.681 -17.757 -0.61 -0.78 0.56 -0.32
C 15.254 2.939 -18.423 0.63 1.11 -1.18 -0.31
O 14.794 2.895 -19.594 -0.19 -0.91 -0.47 -0.06
O 15.310 0.595 -18.081 -0.03 -0.31 -0.74 0.17
O 16.784 5.367 -16.253 0.62 1.03 0.40 -0.04
H 15.164 5.098 -18.307 0.06 -0.15 -0.25 0.13
H 16.899 0.895 -16.036 0.07 -0.20 -0.38 0.15
C 18.701 3.885 -18.679 -0.98 0.17 -1.51 0.09
C 18.976 5.251 -18.418 -0.94 -2.34 -0.22 -0.36
C 18.571 6.228 -19.377 0.72 3.12 -0.25 -0.31
O 18.915 7.478 -19.247 -0.64 -1.58 0.03 0.08
C 17.778 5.880 -20.480 -0.30 0.27 -0.57 0.17
C 17.426 4.531 -20.717 -0.55 -1.97 0.92 -0.28
C 17.902 3.513 -19.794 1.62 1.39 0.77 -0.36
O 17.520 2.319 -20.033 -1.21 -1.98 -0.61 -0.13
O 16.556 4.103 -21.554 -0.13 0.72 -0.96 -0.08
O 19.462 5.572 -17.292 0.36 0.74 3.22 -0.10
H 18.976 3.107 -17.974 0.15 0.11 0.01 0.13
H 17.363 6.635 -21.133 0.22 0.22 0.06 0.14
C 17.573 8.418 -15.982 1.20 1.05 -0.74 -0.05
O 17.915 7.380 -15.044 0.18 -0.44 0.03 -0.18
H 18.419 9.116 -16.025 -0.09 -0.15 0.03 0.11
H 17.502 8.010 -16.985 -0.25 -0.36 0.15 0.08
H 16.705 9.017 -15.719 -0.33 -0.62 0.32 0.09
H 17.912 7.746 -14.154 0.05 -0.22 0.24 0.12
C 11.586 5.611 -17.624 0.22 0.15 -0.13 -0.16
O 10.383 4.864 -17.661 0.02 0.08 -0.14 -0.10
H 11.479 6.563 -18.149 -0.30 -0.01 0.09 0.08
H 11.850 5.821 -16.585 0.15 -0.02 -0.04 0.06
H 12.417 5.108 -18.132 -0.04 -0.18 0.18 0.06
H 10.567 3.974 -17.966 -0.02 -0.01 0.00 0.07
C 21.444 3.553 -15.723 1.47 -0.05 -0.71 -0.08
O 20.401 4.069 -14.915 -1.02 0.77 0.08 -0.17
H 21.683 2.512 -15.504 -0.42 -0.02 0.14 0.10
H 21.202 3.648 -16.778 -0.36 0.04 0.13 0.08
H 22.369 4.118 -15.571 -0.19 0.08 0.12 0.10
H 20.405 3.648 -14.048 -0.14 0.08 0.09 0.12
C 13.321 -2.130 -16.496 1.18 1.13 1.43 -0.20
O 13.384 -2.822 -17.706 -0.54 -0.14 -0.15 -0.10
H 12.363 -1.965 -15.993 -0.36 -0.57 -0.49 0.08
H 14.016 -2.546 -15.751 -0.25 -0.30 0.00 0.08
H 13.719 -1.117 -16.611 -0.06 -0.08 -0.59 0.06
H 13.046 -3.707 -17.536 0.03 -0.03 -0.20 0.08
C 15.585 3.448 -12.592 -0.19 0.15 -0.32 -0.17
O 15.693 4.734 -12.047 0.15 0.67 0.23 -0.12
H 14.829 2.916 -12.018 0.06 -0.06 0.03 0.09
H 15.216 3.517 -13.629 0.11 -0.25 -0.03 0.07
H 16.526 2.895 -12.558 0.00 -0.04 -0.05 0.08
H 16.451 5.205 -12.430 -0.07 -0.48 0.05 0.04
C 17.962 -2.668 -14.775 1.05 0.21 -1.78 -0.20
O 17.961 -3.131 -13.465 -0.39 0.09 0.51 -0.10
H 18.967 -2.395 -15.141 0.03 0.00 0.36 0.08
H 17.631 -3.378 -15.544 -0.39 -0.18 0.40 0.08
H 17.381 -1.757 -14.916 -0.34 -0.11 0.57 0.06
H 18.391 -3.988 -13.419 0.03 -0.01 -0.09 0.08
C 14.475 7.016 -21.454 0.62 0.48 -0.07 -0.19
O 13.252 7.705 -21.496 -0.24 -0.23 -0.27 -0.10
H 15.296 7.750 -21.404 0.06 -0.24 0.61 0.08
H 14.467 6.294 -20.629 0.43 0.01 0.01 0.07
H 14.724 6.490 -22.378 -0.78 -0.13 -0.10 0.08
H 13.148 8.140 -20.641 -0.10 0.19 -0.07 0.05
C 19.373 -0.282 -20.036 -0.02 -0.30 -0.08 -0.16
O 18.724 -0.353 -18.780 -0.13 -0.04 0.33 -0.12
H 18.733 -0.607 -20.866 -0.11 0.19 0.09 0.08
H 19.769 0.717 -20.236 0.03 -0.06 -0.05 0.07
H 20.176 -1.015 -19.993 0.18 0.18 0.01 0.08
H 17.919 0.171 -18.786 0.08 0.09 -0.30 0.03
C 14.030 6.992 -14.674 0.19 -0.07 0.54 -0.14
O 14.048 8.410 -14.809 0.20 0.02 -0.32 -0.12
H 14.486 6.528 -15.549 -0.09 0.17 -0.14 0.06
H 14.617 6.687 -13.804 -0.05 -0.15 -0.02 0.07
H 13.014 6.613 -14.540 -0.02 0.06 -0.09 0.08
H 14.220 8.801 -13.949 -0.17 -0.02 0.06 0.08
C 14.683 8.562 -18.206 0.48 0.08 1.28 -0.16
O 13.545 9.283 -18.628 0.02 -0.43 -0.32 -0.10
H 14.909 8.799 -17.159 0.07 0.20 -0.11 0.05
H 14.505 7.484 -18.129 -0.31 0.02 -0.64 0.07
H 15.580 8.770 -18.798 -0.15 -0.09 -0.21 0.08
H 13.513 10.095 -18.117 -0.14 0.05 -0.09 0.09
```
Positions in Å, forces in eV/Å.

Properties
* charge: +1
* E_HOMO (spin up / spin down): -10.254 / -11.838 eV
* expectation value of S²: 20.07
* total energy: -114462.533 eV
* 2S+1: 9
* lowest unoccupied orbital energy (spin up / spin down): -0.18338 / -0.23631 Ha